1.
14
Properties=species:S:1:pos:R:3 method="wB97M-V/def2-TZVPD" multiplicity=1 mol_weight_g_mol=106.1 energy_ha=-345.232062 homo_lumo_gap_ha="0.278 / 0.283" lumo_ha="-0.038 / -0.037"
C -1.63 -0.84 -1.49
C -1.02 0.14 -2.03
C -2.06 -1.14 -0.29
C 1.38 0.57 0.82
C -0.20 0.87 -1.12
C 0.70 -0.07 -0.38
C -0.55 0.41 0.35
O 0.18 1.16 1.24
H -2.83 -0.70 0.21
H -1.86 -2.06 0.26
H 1.61 -0.18 1.63
H 2.14 1.26 0.60
H 0.12 1.90 -1.32
H 0.81 -1.07 -0.70



2.
20
Properties=species:S:1:pos:R:3 method="wB97M-V/def2-TZVPD" multiplicity=3 mol_weight_g_mol=397.3 energy_ha=-1163.125323 homo_lumo_gap_ha="0.196 / 0.245" total_charge=+2 s_squared=2.01 lumo_ha="-0.329 / -0.390"
O 0.28 0.03 -4.40
C 0.28 0.03 -3.25
Pt 0.28 0.03 -1.34
O 2.16 -2.38 -1.34
C 1.45 -1.48 -1.34
C -0.90 1.53 -1.34
O -1.61 2.43 -1.34
C -1.23 -1.15 -1.34
O -2.13 -1.86 -1.34
C 1.78 1.20 -1.34
O 2.68 1.91 -1.34
C 0.77 0.01 2.89
S 0.38 0.04 1.11
C -1.42 -0.08 1.44
H 1.87 -0.07 2.99
H 0.34 -0.90 3.37
H 0.47 0.96 3.37
H -1.73 -1.14 1.55
H -1.70 0.51 2.33
H -2.01 0.41 0.65



3.
14
Properties=species:S:1:pos:R:3 method="wB97M-V/def2-TZVPD" multiplicity=1 mol_weight_g_mol=122.2 energy_ha=-668.462687 homo_lumo_gap_ha=0.334 lumo_ha=0.029
C 1.02 0.29 2.03
C 0.29 1.04 -0.02
C -0.21 1.25 -1.32
C -0.89 0.04 -1.81
C -0.73 -1.16 -1.10
C -0.12 -1.28 0.19
C 0.40 -0.14 0.66
H 0.42 0.21 2.99
H 1.89 -0.24 2.25
H -0.29 2.27 -1.69
H -1.58 0.06 -2.68
H -1.29 -1.96 -1.47
H 0.02 -2.36 0.55
S 1.08 1.99 1.41



4.
23
Properties=species:S:1:pos:R:3 method="wB97M-V/def2-TZVPD" multiplicity=1 mol_weight_g_mol=318.5 energy_ha=-3831.602683 homo_lumo_gap_ha=0.282 total_charge=-1 lumo_ha=0.053
O 4.09 -2.57 1.54
C 3.40 -1.60 1.19
C 2.03 -1.51 0.41
C 1.41 -0.23 0.58
C 0.01 0.29 0.02
C -1.14 0.47 1.13
C -2.09 -0.81 1.32
Br -1.12 -2.55 1.34
C 2.50 0.49 1.48
O 2.49 1.54 2.12
O 3.75 -0.24 1.48
H 1.63 -2.37 -0.22
H -0.33 -0.40 -0.82
H 0.21 1.33 -0.43
H -1.83 1.31 0.73
H -0.76 0.84 2.14
H -2.96 -0.83 0.57
H -2.57 -0.71 2.36
O -0.94 1.91 -4.52
Cl -1.75 1.51 -3.39
O -2.29 0.19 -3.63
O -2.83 2.45 -3.21
O -0.93 1.48 -2.20



5.
17
Properties=species:S:1:pos:R:3 method="wB97M-V/def2-TZVPD" multiplicity=1 mol_weight_g_mol=203.0 energy_ha=-2995.390962 smiles=Oc1ccccc1[C@H](O)Br homo_lumo_gap_ha=0.355 lumo_ha=0.024
C 0.15 -2.08 -0.07
C 1.39 -1.73 0.38
C -0.73 -1.09 -0.25
C 1.71 -0.44 0.71
C -0.48 0.28 -0.05
C 0.83 0.66 0.38
C -1.47 1.52 -0.41
O 1.08 1.98 0.72
O -2.78 1.15 -0.75
Br -0.57 2.33 -1.97
H -0.16 -3.04 -0.17
H 2.05 -2.62 0.68
H -1.76 -1.36 -0.38
H 2.78 -0.17 1.07
H -1.48 2.24 0.44
H 2.07 2.05 0.76
H -2.63 0.32 -1.09



6.
20
Properties=species:S:1:pos:R:3 method="wB97M-V/def2-TZVPD" multiplicity=1 mol_weight_g_mol=220.1 energy_ha=-1430.814195 smiles="CN(N)C(=O)c1cc(Cl)nc(Cl)c1" homo_lumo_gap_ha=0.339 lumo_ha=-0.007
O -1.87 0.91 -0.65
Cl 3.41 -2.52 -0.61
Cl 1.66 0.56 -4.54
N 2.37 -0.91 -2.47
C -0.94 0.38 -0.04
C 2.26 -1.37 -1.23
C 1.50 -0.03 -2.92
C 1.21 -0.98 -0.38
C 0.41 0.36 -2.14
C 0.22 -0.09 -0.82
N -0.04 -0.14 2.27
N -1.07 0.32 1.37
C -2.24 0.94 2.00
H 1.20 -1.47 0.59
H -0.31 1.03 -2.59
H -0.34 -0.96 2.78
H 0.24 0.61 2.91
H -2.36 0.54 3.02
H -2.16 2.05 2.03
H -3.17 0.77 1.41